The ion C4H11N2S with charge -1 at a distorted geometry. Source: the OMol25 dataset; level of theory: wB97M-V/def2-TZVPD.

Output
charge	-1
Kohn-Sham gap	0.2327	hartree
structure (SMILES)	C[C@@H](C[S-])NCN
HOMO	-0.09015	hartree
ΔE to the lowest compared entry with this formula, charge and spin	64.2	kJ/mol
E_tot	-18142.433	eV

Last column: natural (NBO) charge in e.
Atoms and positions in Å:
1 C -1.32 1.00 0.69  -0.621
2 C -0.21 0.01 1.02  -0.071
3 C -0.69 -1.41 1.18  -0.531
4 S 0.64 -2.50 1.87  -0.748
5 N 0.91 0.14 0.09  -0.678
6 C 0.64 -0.02 -1.31  -0.066
7 N 1.35 0.88 -2.19  -0.867
8 H -0.86 1.97 0.50  0.197
9 H -1.99 1.22 1.52  0.203
10 H -1.83 0.74 -0.24  0.190
11 H 0.26 0.30 1.96  0.196
12 H -1.52 -1.43 1.89  0.181
13 H -0.99 -1.87 0.25  0.181
14 H 1.57 -0.57 0.40  0.397
15 H 0.96 -1.01 -1.66  0.168
16 H -0.41 -0.02 -1.57  0.168
17 H 2.34 0.70 -2.21  0.351
18 H 1.16 1.86 -2.19  0.351



An isolated molecule of C5H12O2. Source: the OMol25 dataset; level of theory: wB97M-V/def2-TZVPD.

Output
charge	0
Kohn-Sham gap	0.2993	hartree
HOMO	-0.28535	hartree
ΔE to the lowest compared entry with this formula, charge and spin	446.4	kJ/mol
E_tot	-9470.510	eV

Last column: natural (NBO) charge in e.
Atoms and positions in Å:
1 C -0.35 2.61 1.09  -0.606
2 C 0.04 1.14 1.00  -0.415
3 C -0.88 0.35 0.07  -0.018
4 O -0.82 0.98 -1.21  -0.740
5 C -0.77 -1.14 -0.06  -0.289
6 C 0.99 -2.54 -1.32  -0.245
7 O 0.90 -1.37 -0.49  -0.570
8 H -0.34 3.07 0.09  0.224
9 H -1.37 2.72 1.48  0.199
10 H 0.32 3.18 1.74  0.203
11 H 1.07 1.06 0.62  0.190
12 H 0.02 0.68 2.00  0.192
13 H -1.91 0.44 0.49  0.177
14 H -1.02 0.26 -1.83  0.475
15 H -0.71 -1.56 0.96  0.126
16 H 2.03 -2.66 -1.65  0.185
17 H 0.65 -3.42 -0.78  0.192
18 H 0.33 -2.36 -2.16  0.220
19 H 1.49 -1.45 0.27  0.501



A structure of composition C37H36BF5N2O5STi at a distorted geometry. Source: the OMol25 dataset; level of theory: wB97M-V/def2-TZVPD.

Output
charge	-2
Kohn-Sham gap (spin up / spin down)	0.1685 / 0.2381	hartree
HOMO (spin up / spin down)	-0.01353 / -0.08327	hartree
2S+1	3
ΔE to the lowest compared entry with this formula, charge and spin	0.0	kJ/mol
E_tot	-100389.374	eV

Last column: Löwdin spin population.
Atoms and positions in Å:
1 Ti 0.28 -0.16 0.31  1.649
2 O -1.52 5.31 1.76  -0.001
3 C -1.20 4.18 1.48  -0.001
4 C -1.26 3.56 0.09  0.007
5 O -1.64 4.12 -0.92  0.016
6 C -0.78 2.20 0.26  0.044
7 C -0.41 1.96 1.63  0.045
8 O 0.09 0.82 2.00  0.017
9 C -0.64 3.14 2.44  0.008
10 O -0.45 3.31 3.63  0.018
11 O -0.61 1.29 -0.64  0.012
12 F -5.66 -4.41 0.32  0.000
13 C -4.42 -3.96 0.09  0.000
14 C -4.01 -2.73 0.59  0.001
15 F -4.88 -2.01 1.31  0.000
16 C -2.73 -2.28 0.35  0.003
17 F -2.40 -1.10 0.87  0.016
18 C -1.78 -3.00 -0.38  0.014
19 S -0.15 -2.44 -0.64  0.047
20 C -2.24 -4.23 -0.88  0.001
21 F -1.43 -5.00 -1.61  0.000
22 C -3.52 -4.70 -0.65  0.000
23 F -3.90 -5.89 -1.15  0.000
24 C 2.19 2.91 -1.36  0.004
25 C 3.36 2.59 -2.29  0.000
26 C 4.69 2.68 -1.54  0.000
27 C 3.17 1.30 -3.08  0.001
28 C 2.92 1.43 -4.45  0.000
29 C 2.70 0.32 -5.25  0.000
30 C 2.72 -0.94 -4.69  0.000
31 C 2.98 -1.12 -3.33  0.001
32 C 2.99 -2.52 -2.74  0.000
33 C 1.96 -3.45 -3.37  0.000
34 C 4.39 -3.15 -2.83  0.000
35 C 3.23 0.01 -2.54  0.002
36 N 3.54 -0.17 -1.16  0.009
37 B 2.62 -0.27 -0.02  0.046
38 N 3.59 -0.50 1.06  0.011
39 C 4.90 -0.54 0.57  0.001
40 C 4.86 -0.36 -0.76  0.001
41 C 3.36 -0.42 2.45  0.002
42 C 2.77 -1.49 3.15  0.001
43 C 2.65 -1.39 4.53  0.000
44 C 3.06 -0.26 5.22  0.000
45 C 3.57 0.81 4.50  0.000
46 C 3.71 0.75 3.12  0.000
47 C 4.14 1.99 2.36  0.000
48 C 5.52 2.49 2.79  0.000
49 C 3.08 3.08 2.49  0.000
50 C 2.20 -2.71 2.45  0.001
51 C 0.72 -2.89 2.78  0.006
52 C 3.00 -3.98 2.78  0.000
53 H 2.30 3.93 -0.97  0.000
54 H 2.17 2.22 -0.51  0.003
55 H 1.23 2.84 -1.87  0.000
56 H 3.38 3.38 -3.05  0.000
57 H 4.70 2.01 -0.69  0.000
58 H 4.84 3.70 -1.18  0.000
59 H 5.54 2.43 -2.19  0.000
60 H 2.87 2.42 -4.88  0.000
61 H 2.49 0.45 -6.31  0.000
62 H 2.52 -1.80 -5.32  0.000
63 H 2.73 -2.41 -1.68  0.001
64 H 2.25 -3.73 -4.39  0.000
65 H 0.97 -3.00 -3.39  0.000
66 H 1.89 -4.37 -2.78  0.000
67 H 4.68 -3.25 -3.88  0.000
68 H 4.37 -4.14 -2.38  0.000
69 H 5.14 -2.55 -2.31  0.000
70 H 5.75 -0.69 1.21  0.000
71 H 5.69 -0.31 -1.45  0.000
72 H 2.20 -2.21 5.08  0.000
73 H 2.94 -0.20 6.29  0.000
74 H 3.82 1.73 5.03  0.000
75 H 4.20 1.73 1.30  0.000
76 H 5.53 2.78 3.85  0.000
77 H 5.82 3.36 2.20  0.000
78 H 6.28 1.71 2.65  0.000
79 H 2.96 3.42 3.52  0.000
80 H 2.11 2.70 2.16  0.000
81 H 3.34 3.94 1.87  0.000
82 H 2.27 -2.55 1.37  0.001
83 H 0.58 -3.27 3.80  0.000
84 H 0.26 -3.60 2.08  0.000
85 H 0.20 -1.94 2.69  0.005
86 H 2.98 -4.18 3.85  0.000
87 H 4.04 -3.87 2.46  0.000
88 H 2.57 -4.84 2.26  0.000



A structure of composition C39H25N10OSW at a distorted geometry. Source: the OMol25 dataset; level of theory: wB97M-V/def2-TZVPD.

Output
charge	+1
Kohn-Sham gap (spin up / spin down)	0.2005 / 0.1709	hartree
HOMO (spin up / spin down)	-0.33732 / -0.32865	hartree
2S+1	3
ΔE to the lowest compared entry with this formula, charge and spin	188.7	kJ/mol
E_tot	-70455.999	eV

Last column: Löwdin spin population.
Atoms and positions in Å:
1 W 0.04 -0.85 -0.34  1.469
2 C -3.97 -5.88 -1.84  -0.008
3 C -4.37 -5.09 -2.91  0.004
4 C -3.75 -3.88 -3.18  -0.009
5 C -2.73 -3.48 -2.33  0.002
6 C -1.90 -2.29 -2.30  -0.050
7 N -1.06 -2.34 -1.23  0.019
8 C -1.29 -3.54 -0.57  0.003
9 N -0.59 -3.83 0.47  -0.024
10 C 0.32 -2.84 0.76  0.000
11 C 1.58 -2.61 0.09  0.024
12 C 2.37 -3.35 -0.83  0.013
13 C 3.62 -2.87 -1.13  0.020
14 C 4.13 -1.69 -0.54  0.022
15 C 3.41 -0.95 0.36  0.013
16 C 2.11 -1.41 0.69  0.026
17 C 1.09 -1.01 1.64  0.002
18 N 1.13 0.18 2.37  0.032
19 C 1.24 1.24 1.47  0.213
20 N 0.79 1.02 0.20  0.008
21 C 1.02 2.18 -0.52  0.048
22 N 0.71 2.34 -1.78  0.014
23 C 0.09 1.46 -2.51  -0.054
24 N -0.33 0.17 -2.15  0.046
25 C -1.17 -0.26 -3.17  -0.086
26 N -1.93 -1.35 -3.20  0.018
27 C -1.24 0.71 -4.21  -0.011
28 C -1.97 0.76 -5.40  -0.014
29 C -1.88 1.92 -6.15  -0.005
30 C -1.08 2.99 -5.76  -0.011
31 C -0.34 2.95 -4.59  -0.008
32 C -0.43 1.80 -3.81  -0.013
33 C 1.62 3.15 0.34  0.055
34 C 2.05 4.46 0.14  -0.001
35 C 2.57 5.14 1.21  0.057
36 C 2.68 4.55 2.48  0.001
37 C 2.28 3.25 2.70  0.049
38 C 1.74 2.54 1.63  0.021
39 N 0.05 -1.86 1.66  0.023
40 C -2.34 -4.28 -1.24  -0.006
41 C -2.94 -5.50 -0.99  0.002
42 H -4.48 -6.82 -1.66  -0.001
43 H -5.18 -5.42 -3.55  0.000
44 H -4.04 -3.26 -4.01  0.000
45 H 2.00 -4.28 -1.23  0.000
46 H 4.25 -3.42 -1.82  0.000
47 H 5.14 -1.38 -0.79  0.001
48 H 3.82 -0.07 0.83  0.001
49 H -2.57 -0.07 -5.70  -0.001
50 H -2.46 2.00 -7.07  0.000
51 H -1.05 3.87 -6.37  0.000
52 H 0.28 3.77 -4.28  -0.001
53 H 1.97 4.90 -0.84  -0.001
54 H 2.91 6.16 1.08  0.003
55 H 3.08 5.13 3.30  -0.001
56 H 2.37 2.79 3.67  0.003
57 H -2.63 -6.11 -0.16  0.000
58 S -0.12 0.42 3.58  0.037
59 C 0.94 0.74 4.97  0.001
60 C 0.59 1.76 5.85  0.003
61 C 1.40 2.00 6.94  0.000
62 C 2.55 1.25 7.14  0.003
63 C 2.89 0.25 6.25  0.000
64 C 2.08 -0.02 5.16  0.002
65 H -0.30 2.34 5.67  0.000
66 H 1.15 2.79 7.63  0.000
67 H 3.18 1.45 8.00  0.000
68 H 3.78 -0.34 6.41  0.000
69 H 2.34 -0.80 4.46  0.001
70 N -2.67 1.79 -0.68  0.003
71 C -2.83 0.74 0.14  0.007
72 N -3.93 0.68 0.90  0.002
73 O -1.99 -0.19 0.22  0.033
74 H -3.34 2.52 -0.74  0.000
75 H -1.84 1.85 -1.26  0.000
76 H -4.63 1.40 0.89  0.000
77 H -4.04 -0.10 1.53  0.000



An isolated molecule of C4H6N3O2P at a distorted geometry. Source: the OMol25 dataset; level of theory: wB97M-V/def2-TZVPD.

Output
charge	0
Kohn-Sham gap	0.3943	hartree
structure (SMILES)	N#C[C@@H]([PH2]=O)[C@@](N)(O)C#N
HOMO	-0.38550	hartree
ΔE to the lowest compared entry with this formula, charge and spin	211.0	kJ/mol
E_tot	-22097.423	eV

Last column: natural (NBO) charge in e.
Atoms and positions in Å:
1 N 0.85 2.91 -0.05  -0.281
2 C 0.72 1.85 -0.49  0.267
3 C 0.47 0.36 -0.74  -0.653
4 P 1.87 -0.71 -0.04  1.484
5 O 1.41 -2.01 0.54  -1.050
6 C -0.91 -0.06 -0.08  0.363
7 N -0.77 -0.10 1.37  -0.823
8 O -1.92 0.90 -0.41  -0.707
9 C -1.41 -1.42 -0.67  0.224
10 N -1.49 -2.43 -1.21  -0.270
11 H 0.39 0.17 -1.85  0.300
12 H 2.82 -0.99 -1.07  -0.036
13 H 2.45 0.10 1.00  -0.056
14 H -0.12 0.61 1.71  0.379
15 H -1.65 0.03 1.86  0.377
16 H -2.72 0.76 0.13  0.483



An isolated molecule of C7H9NO2 at a distorted geometry. Source: the OMol25 dataset; level of theory: wB97M-V/def2-TZVPD.

Output
charge	0
Kohn-Sham gap	0.3011	hartree
structure (SMILES)	C=c1cc(O)c(=C)n1OC
HOMO	-0.28380	hartree
ΔE to the lowest compared entry with this formula, charge and spin	494.4	kJ/mol
E_tot	-12985.372	eV

Last column: natural (NBO) charge in e.
Atoms and positions in Å:
1 C 1.09 2.11 -0.36  -0.510
2 C 0.04 1.35 -0.56  0.145
3 C -1.40 1.51 -0.31  -0.345
4 C -2.01 0.29 -0.21  0.328
5 O -3.34 0.08 0.01  -0.652
6 C -1.03 -0.74 -0.43  0.084
7 C -1.32 -2.07 -0.45  -0.431
8 N 0.18 -0.08 -0.98  -0.121
9 O 1.35 -0.72 -0.99  -0.342
10 C 1.89 -0.98 0.29  -0.281
11 H 2.09 1.96 -0.69  0.216
12 H 1.24 3.13 0.03  0.218
13 H -1.80 2.48 -0.05  0.221
14 H -3.78 0.95 0.13  0.492
15 H -0.45 -2.57 -0.63  0.199
16 H -2.23 -2.52 -0.23  0.221
17 H 1.82 -0.14 0.91  0.188
18 H 2.94 -1.28 0.15  0.195
19 H 1.55 -1.86 0.85  0.175



An isolated molecule of C5H6 at a distorted geometry. Source: the OMol25 dataset; level of theory: wB97M-V/def2-TZVPD.

Output
charge	0
Kohn-Sham gap	0.3670	hartree
structure (SMILES)	C#CC(=C)C
HOMO	-0.33249	hartree
ΔE to the lowest compared entry with this formula, charge and spin	169.8	kJ/mol
E_tot	-5279.439	eV

Last column: natural (NBO) charge in e.
Atoms and positions in Å:
1 C -1.14 -0.27 2.11  -0.218
2 C -0.71 -0.20 0.98  -0.041
3 C -0.13 0.03 -0.28  -0.110
4 C -0.85 0.47 -1.33  -0.342
5 C 1.31 -0.26 -0.30  -0.626
6 H -1.37 -0.10 3.19  0.250
7 H -1.88 0.74 -1.11  0.208
8 H -0.43 0.67 -2.35  0.207
9 H 1.64 -0.39 -1.33  0.218
10 H 1.59 -1.21 0.28  0.226
11 H 1.96 0.54 0.13  0.229



A structure of composition C35H37IInN3O6S. Source: the OMol25 dataset; level of theory: wB97M-V/def2-TZVPD.

Output
charge	-2
Kohn-Sham gap	0.2291	hartree
HOMO	-0.08486	hartree
ΔE to the lowest compared entry with this formula, charge and spin	0.0	kJ/mol
E_tot	-77764.618	eV

Last column: Löwdin charge in e.
Atoms and positions in Å:
1 In 0.53 -0.29 0.75  0.605
2 C 0.79 -2.98 3.75  -0.036
3 C -0.41 -2.15 4.15  -0.217
4 C -0.71 -1.99 5.50  -0.082
5 C -1.84 -1.32 5.91  -0.111
6 C -2.72 -0.82 4.96  -0.070
7 C -2.46 -0.97 3.60  -0.197
8 C -3.50 -0.55 2.59  -0.036
9 C -1.26 -1.58 3.20  -0.193
10 N -0.90 -1.64 1.82  0.030
11 C -1.40 -2.68 1.14  -0.486
12 O -2.14 -3.58 1.58  0.020
13 C -0.99 -2.74 -0.31  -0.197
14 C -0.84 -3.97 -0.92  -0.008
15 C -0.39 -4.00 -2.22  -0.046
16 C -0.23 -2.81 -2.90  -0.001
17 C -0.49 -1.61 -2.26  -0.148
18 N -0.79 -1.58 -0.95  0.135
19 C -0.63 -0.37 -3.17  -0.515
20 O -0.16 -0.49 -4.32  -0.036
21 N -1.31 0.63 -2.65  0.107
22 C -1.85 1.60 -3.48  -0.197
23 C -1.57 2.96 -3.23  -0.205
24 C -0.54 3.31 -2.19  -0.086
25 C -2.21 3.96 -3.96  -0.088
26 C -3.14 3.65 -4.94  -0.136
27 C -3.42 2.31 -5.19  -0.089
28 C -2.80 1.29 -4.48  -0.203
29 C -3.17 -0.14 -4.75  -0.056
30 H 0.56 -4.04 3.89  0.085
31 H 1.06 -2.84 2.71  0.060
32 H 1.65 -2.73 4.37  0.078
33 H -0.03 -2.41 6.24  0.104
34 H -2.05 -1.18 6.97  0.087
35 H -3.64 -0.32 5.26  0.100
36 H -4.32 -1.28 2.60  0.088
37 H -3.91 0.43 2.84  0.075
38 H -3.09 -0.52 1.59  0.056
39 H -1.05 -4.86 -0.34  0.111
40 H -0.19 -4.95 -2.72  0.099
41 H 0.06 -2.75 -3.94  0.110
42 H -0.66 2.70 -1.29  0.017
43 H 0.47 3.07 -2.54  0.055
44 H -0.58 4.37 -1.93  0.070
45 H -1.97 5.00 -3.74  0.091
46 H -3.63 4.44 -5.50  0.076
47 H -4.15 2.05 -5.96  0.090
48 H -4.03 -0.20 -5.41  0.062
49 H -2.33 -0.68 -5.20  0.070
50 H -3.40 -0.66 -3.81  0.082
51 O 4.02 -2.44 0.12  0.027
52 C 3.03 -1.86 -0.34  -0.603
53 O 1.84 -1.91 0.16  -0.118
54 C 3.18 -1.13 -1.66  -0.143
55 C 3.93 -1.80 -2.63  -0.048
56 C 4.17 -1.25 -3.88  -0.112
57 C 3.66 0.01 -4.17  -0.108
58 C 2.91 0.68 -3.22  -0.133
59 C 2.65 0.14 -1.95  -0.548
60 S 1.74 1.19 -0.85  0.716
61 H 4.34 -2.77 -2.37  0.107
62 H 4.75 -1.80 -4.62  0.083
63 H 3.83 0.47 -5.14  0.090
64 H 2.50 1.66 -3.44  0.089
65 C -2.55 1.42 -0.08  -0.084
66 O -1.57 1.20 0.94  -0.272
67 C -1.53 2.25 1.91  -0.192
68 C -0.79 3.47 1.44  -0.222
69 O 0.58 3.14 1.36  -0.262
70 C 1.37 4.19 0.88  -0.122
71 H -3.55 1.34 0.36  0.088
72 H -2.39 0.66 -0.85  0.069
73 H -2.44 2.40 -0.55  0.077
74 H -1.04 1.83 2.79  0.066
75 H -2.56 2.54 2.19  0.127
76 H -0.95 4.30 2.14  0.129
77 H -1.15 3.79 0.45  0.108
78 H 1.30 5.07 1.54  0.085
79 H 1.07 4.49 -0.14  0.076
80 H 2.40 3.84 0.85  0.082
81 I 1.46 1.25 4.27  0.659
82 C 1.89 0.12 2.49  -0.713
83 H 2.24 -0.84 2.87  -0.064
84 H 2.74 0.64 2.04  -0.058